ORCA calculation (wB97M-V/def2-TZVPD) on one molecule with the formula C8H7ClN2.

Summary:
Charge   0
E   -878.56704 a.u.
Orbital gap (alpha / beta)   6.515 / 6.661 eV
Multiplicity   3
Highest occupied orbital energy (alpha / beta)   -6.6866 / -8.3742 eV
Relative energy (zero: lowest compared OMol25 entry of this formula, charge and spin)   0.0 kcal/mol

Geometry as XYZ:
```
18
Properties=species:S:1:pos:R:3:forces:R:3:lowdin_spin:R:1
C -2.591 -1.185 -0.003 1.2314 1.1474 0.3544 0.05
C -2.399 -0.486 -1.232 -0.1870 -0.5827 -0.6297 0.16
C -1.691 -1.168 1.016 1.9385 -0.2469 1.8553 0.14
C -1.206 0.089 -1.580 0.4047 -0.4617 3.0799 0.03
C -0.341 -0.642 0.805 -2.4914 0.5197 -3.2163 0.17
C -0.196 0.036 -0.602 -1.8007 -1.6338 1.3823 0.20
C 2.039 0.385 -0.083 -1.4307 1.6230 -1.6798 0.07
C 2.620 1.506 0.669 -4.0326 -0.4197 5.1116 0.02
N 0.687 -0.720 1.510 1.1307 0.1687 0.8071 0.90
N 0.965 0.525 -0.836 4.6789 0.1802 1.6903 0.19
Cl 3.274 -0.720 -0.436 0.3520 -1.4348 -0.4443 0.05
H -3.447 -1.695 0.289 -1.9372 -0.5769 -0.3328 0.00
H -3.153 -0.473 -1.987 -0.7398 -0.1533 -0.0938 0.01
H -1.815 -1.578 2.078 -0.3653 0.3239 -1.9402 0.00
H -0.881 0.695 -2.379 -0.5503 0.2783 -1.3856 0.00
H 2.987 2.142 0.000 1.6443 2.8778 -2.6925 0.00
H 3.332 1.238 1.413 0.8847 -0.5976 0.0751 0.00
H 1.815 2.052 1.358 1.2700 -1.0116 -1.9411 0.00
```
Positions in Å, forces in eV/Å.